Here is a 2-piece molecular cluster, C2HBrI2 overall at a distorted geometry from the OMol25 dataset. Energies are from ωB97M-V with the def2-TZVPD basis set.

```
6
Properties=species:S:1:pos:R:3:forces:R:3:nbo_charge:R:1
C -0.5659 1.3789 -0.2103 0.782 -0.345 1.013 -0.28
C 0.2299 -0.8204 0.5623 -0.012 1.253 -1.566 -0.55
Br -0.1940 1.2158 -2.0595 0.196 0.371 0.495 0.05
I 0.0471 -1.6234 2.3749 -0.185 -0.257 1.042 0.36
I 0.2605 -2.2315 -0.9615 -0.041 0.172 0.152 0.28
H 0.2224 2.0806 0.2942 -0.740 -1.194 -1.136 0.13
```
Forces are in eV/Å.

Properties
net charge	0
molecular weight	358.74	g/mol
HOMO level (alpha / beta)	-0.304 / -0.303	hartree
E	-88326.9291	eV
2S+1	1
relative energy (zero: lowest compared OMol25 entry of this formula, charge and spin)	578.9	kJ/mol